{
  "formula": "C24H61F3N5O15S2Sr2V",
  "method": "ωB97M-V with the def2-TZVPD basis set",
  "homo_ev": [-13.36, -13.36],
  "energy_ev": -121216.11296,
  "s2": 2.013,
  "largest_force_ev_per_a": 3.722,
  "spin_multiplicity": 3,
  "gap_ha": [0.263, 0.290],
  "total_charge": 2,
  "elements": ["Sr", "Sr", "V", "C", "O", "O", "C", "F", "F", "F", "C", "C", "H", "H", "H", "H", "H", "H", "S", "O", "O", "O", "O", "S", "O", "O", "O", "O", "C", "C", "C", "O", "C", "N", "H", "H", "H", "H", "H", "H", "H", "H", "H", "H", "H", "C", "C", "C", "O", "C", "N", "H", "H", "H", "H", "H", "H", "H", "H", "H", "H", "H", "C", "C", "C", "O", "C", "N", "H", "H", "H", "H", "H", "H", "H", "H", "H", "H", "H", "C", "C", "C", "O", "C", "N", "H", "H", "H", "H", "H", "H", "H", "H", "H", "H", "H", "C", "C", "C", "O", "C", "N", "H", "H", "H", "H", "H", "H", "H", "H", "H", "H", "H"],
  "positions_angstrom": [[-15.935, 17.110, -13.200], [-16.938, 13.111, -15.721], [-15.912, 11.660, -10.189], [-16.549, 8.852, -12.174], [-15.689, 8.863, -13.284], [-16.419, 10.034, -11.506], [-17.945, 8.345, -12.571], [-18.589, 9.282, -13.308], [-17.856, 7.236, -13.324], [-18.751, 8.040, -11.550], [-14.834, 7.748, -13.466], [-13.955, 8.057, -14.661], [-13.313, 8.907, -14.414], [-13.385, 7.235, -15.086], [-14.567, 8.427, -15.488], [-15.329, 6.780, -13.580], [-14.193, 7.560, -12.594], [-16.155, 8.117, -11.452], [-16.235, 13.523, -12.204], [-16.949, 13.238, -10.918], [-15.789, 14.891, -12.306], [-15.130, 12.601, -11.901], [-16.947, 12.977, -13.322], [-15.970, 16.049, -16.159], [-15.641, 14.819, -16.920], [-14.821, 16.694, -15.470], [-16.712, 17.007, -16.955], [-16.717, 15.420, -15.019], [-19.956, 19.093, -14.996], [-18.852, 18.639, -14.084], [-19.240, 17.337, -13.400], [-18.269, 17.013, -12.407], [-18.776, 16.085, -11.421], [-17.544, 18.598, -14.804], [-19.775, 19.912, -15.692], [-20.856, 19.371, -14.435], [-20.367, 18.297, -15.631], [-18.790, 19.414, -13.312], [-19.187, 16.432, -14.019], [-20.252, 17.467, -13.009], [-17.847, 15.788, -10.935], [-19.330, 15.245, -11.836], [-19.341, 16.660, -10.687], [-17.545, 19.496, -15.277], [-17.618, 17.921, -15.568], [-19.730, 11.138, -10.398], [-19.030, 10.954, -9.044], [-18.711, 9.524, -8.683], [-19.867, 8.801, -8.435], [-19.615, 7.499, -7.933], [-17.780, 11.791, -9.047], [-20.706, 10.655, -10.391], [-19.090, 10.779, -11.204], [-19.953, 12.199, -10.539], [-19.706, 11.327, -8.266], [-18.006, 9.486, -7.838], [-18.139, 9.155, -9.550], [-20.244, 7.238, -7.085], [-18.560, 7.367, -7.681], [-19.765, 6.641, -8.598], [-18.024, 12.771, -9.182], [-17.718, 11.784, -8.019], [-11.675, 16.268, -13.525], [-12.610, 16.883, -12.489], [-11.878, 17.462, -11.300], [-12.795, 17.576, -10.200], [-12.297, 18.355, -9.139], [-13.387, 17.937, -13.299], [-11.095, 15.427, -13.133], [-10.898, 16.906, -13.959], [-12.250, 15.899, -14.375], [-13.331, 16.070, -12.344], [-11.588, 18.489, -11.545], [-11.035, 16.864, -10.952], [-11.332, 17.962, -8.807], [-12.973, 18.287, -8.285], [-12.259, 19.426, -9.361], [-12.835, 18.028, -14.149], [-13.025, 18.777, -12.835], [-12.985, 14.333, -8.117], [-13.593, 13.481, -9.218], [-12.767, 12.194, -9.466], [-13.611, 11.460, -10.389], [-13.013, 10.279, -10.914], [-14.962, 13.136, -8.861], [-11.933, 14.601, -8.213], [-12.943, 13.696, -7.223], [-13.580, 15.215, -7.883], [-13.667, 13.989, -10.183], [-12.453, 11.617, -8.598], [-11.963, 12.543, -10.115], [-12.587, 9.660, -10.119], [-12.241, 10.514, -11.648], [-13.774, 9.665, -11.394], [-15.470, 13.991, -8.620], [-14.892, 12.794, -7.891], [-12.490, 12.910, -13.826], [-13.521, 13.220, -14.921], [-12.889, 13.541, -16.262], [-12.000, 12.510, -16.701], [-11.576, 12.714, -18.036], [-14.520, 12.101, -14.901], [-11.567, 13.481, -13.959], [-12.126, 11.884, -13.941], [-12.827, 13.116, -12.813], [-13.953, 14.145, -14.519], [-12.242, 14.415, -16.163], [-13.674, 13.703, -16.997], [-11.192, 13.739, -18.069], [-12.352, 12.618, -18.801], [-10.788, 12.041, -18.368], [-14.866, 12.088, -13.943], [-13.881, 11.308, -14.874]],
  "lowdin_charge": [1.61, 1.71, 1.20, -0.42, -0.08, -0.22, -0.54, 0.13, 0.16, 0.16, -0.27, -0.06, 0.06, 0.09, 0.08, 0.12, 0.12, 0.16, 0.31, -0.40, -0.42, -0.38, -0.42, 0.25, -0.49, -0.45, -0.30, -0.64, -0.06, -0.41, -0.18, -0.36, -0.05, 0.00, 0.09, 0.09, 0.09, 0.15, 0.14, 0.14, 0.07, 0.11, 0.11, 0.10, 0.03, -0.02, -0.36, -0.25, -0.13, -0.08, -0.01, 0.10, 0.07, 0.08, 0.16, 0.13, 0.11, 0.09, 0.09, 0.09, 0.09, 0.12, -0.06, -0.37, -0.17, -0.21, -0.11, -0.04, 0.08, 0.10, 0.07, 0.11, 0.13, 0.14, 0.09, 0.09, 0.10, 0.08, 0.08, -0.03, -0.39, -0.10, -0.31, -0.03, 0.01, 0.10, 0.09, 0.09, 0.14, 0.15, 0.15, 0.11, 0.10, 0.08, 0.13, 0.13, -0.05, -0.38, -0.18, -0.18, -0.10, 0.02, 0.07, 0.09, 0.06, 0.12, 0.13, 0.10, 0.09, 0.09, 0.09, 0.03, 0.07]
}

=====

{
  "formula": "C5H6N2O",
  "method": "ωB97M-V with the def2-TZVPD basis set",
  "homo_ev": -8.43,
  "energy_ev": -10304.43933,
  "relative_energy_kcal_mol": 119.1,
  "largest_force_ev_per_a": 3.375,
  "spin_multiplicity": 1,
  "gap_ha": 0.339,
  "total_charge": 0,
  "smiles": "C=C1[C@@H]2[C@H]1N=CN2O",
  "elements": ["C", "C", "C", "C", "C", "N", "N", "O", "H", "H", "H", "H", "H", "H"],
  "positions_angstrom": [[0.321, -1.195, -0.275], [-0.378, -0.110, 0.578], [-1.214, -0.236, -1.537], [2.202, 0.322, 1.050], [1.117, -0.179, 0.475], [-0.364, -1.206, -1.536], [-1.137, 0.585, -0.396], [-2.124, 1.453, -0.106], [0.436, -2.234, -0.084], [-0.854, -0.435, 1.495], [3.162, -0.187, 1.033], [2.309, 1.328, 1.658], [-1.740, -0.161, -2.466], [-1.736, 2.255, 0.109]],
  "lowdin_charge": [-0.21, -0.14, -0.11, 0.04, -0.18, 0.07, -0.14, 0.06, 0.12, 0.15, 0.04, 0.10, 0.12, 0.08]
}

=====

{
  "formula": "C22H36O3P2Re",
  "method": "ωB97M-V with the def2-TZVPD basis set",
  "homo_ev": [-12.65, -14.13],
  "energy_ev": -50225.41504,
  "s2": 3.767,
  "relative_energy_kcal_mol": 0.0,
  "largest_force_ev_per_a": 9.827,
  "spin_multiplicity": 4,
  "gap_ha": [0.127, 0.184],
  "total_charge": 2,
  "elements": ["P", "P", "C", "C", "H", "H", "H", "H", "C", "H", "H", "H", "C", "H", "H", "H", "C", "H", "H", "H", "C", "H", "H", "H", "Re", "C", "C", "C", "C", "C", "C", "C", "C", "C", "H", "H", "H", "H", "H", "H", "H", "H", "H", "H", "H", "H", "H", "H", "H", "O", "C", "C", "C", "C", "C", "C", "C", "O", "O", "H", "H", "H", "H", "H"],
  "positions_angstrom": [[-0.416, -3.290, -2.644], [-0.437, -0.233, -2.653], [-0.462, -2.528, -4.356], [0.019, -1.075, -4.288], [-1.499, -2.621, -4.716], [0.176, -3.144, -5.005], [1.112, -0.994, -4.385], [-0.428, -0.470, -5.086], [-1.576, 1.044, -3.301], [-1.369, 2.003, -2.811], [-2.621, 0.761, -3.132], [-1.417, 1.140, -4.381], [1.044, 0.784, -2.325], [1.492, 1.068, -3.286], [1.782, 0.234, -1.728], [0.740, 1.682, -1.774], [-1.413, -4.794, -2.679], [-1.417, -5.226, -1.671], [-0.981, -5.512, -3.383], [-2.439, -4.545, -2.968], [1.301, -3.941, -2.711], [2.031, -3.125, -2.772], [1.399, -4.580, -3.597], [1.505, -4.532, -1.813], [-1.071, -1.747, -1.307], [0.425, 3.482, 0.066], [-0.859, 3.103, -0.074], [-1.586, 2.092, 0.766], [-2.462, 1.073, -0.060], [-2.021, -0.333, 0.063], [2.855, 0.998, 1.280], [2.610, 2.259, 0.656], [1.372, 3.103, 1.159], [0.312, -2.507, 0.007], [0.875, 4.162, -0.675], [-1.457, 3.534, -0.885], [-2.243, 2.622, 1.482], [-0.873, 1.524, 1.377], [-3.494, 1.147, 0.328], [-2.510, 1.351, -1.119], [-2.210, -0.750, 1.078], [2.947, 0.079, 0.717], [2.548, 2.038, -0.423], [3.491, 2.923, 0.801], [0.864, 2.571, 1.977], [1.793, 4.021, 1.604], [1.229, -1.893, 0.023], [0.589, -3.572, -0.100], [-0.198, -2.374, 0.979], [2.276, 1.896, 4.917], [1.043, 1.331, 4.936], [0.244, 1.639, 6.036], [-1.072, 1.190, 6.087], [-1.605, 0.416, 5.048], [-0.826, 0.096, 3.939], [0.518, 0.517, 3.885], [1.219, 0.323, 2.636], [0.755, -0.142, 1.605], [2.523, 0.807, 2.588], [2.729, 1.626, 4.094], [0.678, 2.256, 6.823], [-1.684, 1.455, 6.947], [-2.636, 0.065, 5.106], [-1.211, -0.485, 3.100]],
  "lowdin_charge": [0.57, 0.64, -0.36, -0.35, 0.09, 0.09, 0.09, 0.08, -0.21, 0.04, 0.06, 0.06, -0.21, 0.07, 0.04, 0.02, -0.23, 0.06, 0.06, 0.05, -0.22, 0.06, 0.06, 0.05, 0.95, -0.11, -0.08, -0.15, -0.29, -0.19, 0.16, -0.06, -0.11, -0.28, 0.13, 0.12, 0.14, 0.07, 0.12, 0.05, 0.03, 0.16, 0.12, 0.19, 0.11, 0.14, 0.01, 0.02, 0.02, 0.10, -0.22, 0.03, -0.01, -0.04, 0.00, -0.07, -0.37, 0.06, 0.06, 0.09, 0.14, 0.13, 0.12, 0.11]
}

=====

{
  "formula": "C33H32CdIN13O4SSe",
  "method": "ωB97M-V with the def2-TZVPD basis set",
  "homo_ev": -7.31,
  "energy_ev": -151147.77911,
  "relative_energy_kcal_mol": 23.7,
  "largest_force_ev_per_a": 1.966,
  "spin_multiplicity": 1,
  "gap_ha": 0.269,
  "total_charge": 0,
  "elements": ["Cd", "C", "C", "N", "C", "C", "C", "O", "C", "C", "N", "C", "C", "C", "C", "C", "C", "I", "C", "O", "H", "H", "H", "H", "H", "H", "H", "H", "H", "H", "H", "H", "N", "C", "C", "C", "C", "C", "C", "S", "O", "O", "N", "C", "N", "C", "C", "C", "N", "H", "H", "H", "H", "H", "H", "H", "H", "H", "C", "N", "C", "Se", "N", "C", "C", "C", "C", "C", "C", "H", "H", "H", "H", "H", "H", "H", "H", "N", "N", "N", "C", "N", "N", "H", "H", "H"],
  "positions_angstrom": [[0.392, -0.400, -0.296], [0.842, -4.505, -2.023], [-0.543, -3.948, -2.069], [-1.405, -4.472, -2.892], [-2.638, -3.956, -2.975], [-3.055, -2.841, -2.295], [-4.431, -2.284, -2.568], [-5.269, -2.206, -1.428], [-2.155, -2.231, -1.375], [-2.571, -1.156, -0.547], [-1.779, -0.542, 0.283], [-2.242, 0.386, 1.196], [-3.290, 1.279, 0.947], [-3.641, 2.243, 1.871], [-2.951, 2.351, 3.066], [-1.933, 1.458, 3.353], [-1.604, 0.482, 2.436], [-0.157, -0.978, 2.924], [-0.852, -2.824, -1.209], [-0.005, -2.435, -0.347], [1.116, -4.909, -2.995], [0.897, -5.307, -1.287], [1.532, -3.719, -1.718], [-3.294, -4.470, -3.664], [-4.910, -2.902, -3.341], [-4.362, -1.260, -2.948], [-5.293, -3.077, -1.014], [-3.638, -0.917, -0.540], [-3.813, 1.215, 0.005], [-4.452, 2.921, 1.654], [-3.197, 3.127, 3.773], [-1.398, 1.523, 4.286], [4.986, -4.140, 4.410], [4.583, -3.306, 3.394], [3.298, -3.422, 2.853], [2.902, -2.613, 1.808], [3.778, -1.663, 1.314], [5.063, -1.552, 1.812], [5.471, -2.381, 2.836], [3.226, -0.563, 0.030], [4.333, 0.201, -0.496], [2.521, -1.342, -0.978], [2.053, 0.396, 0.616], [2.323, 1.164, 1.664], [1.311, 1.916, 2.144], [1.583, 2.696, 3.170], [2.839, 2.764, 3.756], [3.799, 1.923, 3.209], [3.556, 1.126, 2.191], [4.262, -4.586, 4.949], [5.799, -3.861, 4.935], [2.623, -4.161, 3.257], [1.931, -2.735, 1.349], [5.724, -0.824, 1.370], [6.483, -2.326, 3.210], [0.750, 3.281, 3.547], [3.046, 3.408, 4.593], [4.809, 1.873, 3.599], [3.121, 0.383, -3.349], [2.246, 1.506, -3.170], [0.903, 1.460, -3.117], [-0.187, 0.000, -2.993], [0.432, 2.733, -3.113], [1.484, 3.607, -3.010], [1.544, 4.980, -2.851], [2.804, 5.547, -2.752], [3.957, 4.770, -2.814], [3.906, 3.396, -2.965], [2.650, 2.817, -3.056], [2.529, -0.532, -3.339], [3.840, 0.329, -2.531], [3.642, 0.474, -4.303], [-0.554, 2.940, -3.057], [0.645, 5.577, -2.800], [2.895, 6.614, -2.625], [4.918, 5.256, -2.740], [4.801, 2.797, -2.983], [0.995, 5.146, 0.926], [0.220, 4.230, 0.304], [-1.069, 4.404, 0.149], [-1.428, 3.255, -0.406], [-0.386, 2.438, -0.560], [0.657, 3.085, -0.125], [0.690, 6.094, 0.738], [1.977, 4.974, 0.757], [-2.427, 3.022, -0.705]],
  "lowdin_charge": [1.30, -0.02, -0.26, 0.11, -0.12, -0.17, -0.22, -0.07, -0.14, -0.08, -0.06, -0.38, -0.06, -0.09, -0.09, -0.16, -0.61, 1.03, -0.37, -0.24, 0.08, 0.09, 0.06, 0.10, 0.12, 0.13, 0.10, 0.12, 0.11, 0.11, 0.10, 0.09, 0.10, -0.32, -0.02, -0.10, -0.30, -0.06, -0.02, 0.60, -0.32, -0.41, -0.24, -0.56, 0.07, -0.17, -0.06, -0.13, 0.13, 0.09, 0.09, 0.11, 0.07, 0.11, 0.11, 0.10, 0.09, 0.11, -0.03, -0.05, -0.75, 0.70, 0.10, -0.20, -0.03, -0.10, -0.09, 0.01, -0.15, 0.05, 0.06, 0.11, 0.14, 0.11, 0.10, 0.10, 0.12, 0.14, -0.28, 0.14, -0.21, 0.00, 0.07, 0.10, 0.11, 0.10]
}